(1)
A cluster of 6 separate species, C5H23NO5 in total, computed with the ωB97M-V functional and the def2-TZVPD basis.

Output
LUMO (alpha / beta)	-3.3 / -8.2	eV
Kohn-Sham gap (alpha / beta)	0.3977 / 0.2150	Eh
spin multiplicity	2
net charge	+1

XYZ file:
```
34
Properties=species:S:1:pos:R:3:forces:R:3
C 1.580278 -2.165771 0.879416 0.85 0.30 0.80
C 0.070234 -1.605400 0.567733 -0.71 -0.96 -1.15
C -0.076637 -1.202304 -0.917010 1.43 1.98 0.63
C -1.545664 -1.512347 -1.217799 -1.17 2.00 0.58
C 0.864269 -1.843536 -1.927579 0.48 0.93 -0.07
N 2.400370 -1.102408 1.399084 -3.23 -0.89 -1.74
H 1.346764 -2.943453 1.599226 0.51 -0.08 0.18
H 1.948076 -2.519658 -0.072092 0.18 -0.23 0.11
H -0.318707 -0.824267 1.209091 0.35 0.03 0.34
H -0.538766 -2.528756 0.736132 0.55 0.56 0.13
H 0.175088 0.041243 -0.984898 -1.18 -3.66 0.13
H -1.683872 -0.936344 -2.154880 -0.60 -0.49 0.31
H -1.979491 -2.534331 -1.315331 1.12 0.46 0.02
H -2.116005 -1.004149 -0.375544 0.19 -0.76 -1.48
H 1.845349 -1.324710 -1.932468 -0.27 -0.43 0.10
H 1.023264 -2.924710 -1.861096 -0.31 0.13 -0.01
H 0.432385 -1.572423 -2.884754 0.10 -0.36 -0.38
H 2.408308 -0.406364 0.635674 0.94 0.29 0.73
H 1.918486 -0.743282 2.218386 0.81 0.34 0.54
H -2.096791 2.665218 0.048098 -0.27 -0.15 -0.44
H -0.910832 3.482364 0.162340 0.45 0.31 -0.07
O -1.386649 2.996787 -0.518785 -0.49 0.08 0.89
H 0.227114 2.527664 -1.572049 0.42 0.19 -0.54
H -0.627852 1.491001 -1.964580 0.06 -0.23 -0.69
O 0.260954 1.794734 -2.211690 -0.19 0.05 0.78
H -0.725860 1.086883 2.801463 0.78 -0.19 0.02
H 0.403922 1.285317 1.570854 -0.04 -0.16 0.50
O -0.437655 1.513535 1.991332 -0.97 0.53 -0.50
H -2.860312 -0.608958 2.105317 0.68 0.37 0.45
H -2.181203 0.463459 1.018874 -0.05 -0.44 1.33
O -2.898624 -0.140969 1.276814 -0.74 0.34 -1.34
H 1.738262 1.318595 -0.646782 0.22 0.59 -0.04
H 2.488147 1.903792 0.670573 0.47 0.29 -0.50
O 1.668702 1.598266 0.281365 -0.37 -0.73 0.39
```
Positions in Å, forces in eV/Å.

=====

(2)
A cluster of 6 separate species, C5H23NO5S2 in total, computed with the ωB97M-V functional and the def2-TZVPD basis.

Output
LUMO	0.2	eV
SMILES string	CCNCCCSS.O.O.O.O.O
Kohn-Sham gap	0.3116	Eh

XYZ file:
```
36
Properties=species:S:1:pos:R:3:forces:R:3
S 0.420780 -1.173268 -3.946682 0.84 -0.99 -1.27
S -0.889292 -1.179754 -2.430317 0.17 0.68 0.48
C 0.155231 -1.409271 -0.937155 -0.84 -0.39 0.01
C 0.283238 -0.141188 -0.113092 1.22 -0.66 -0.11
C 1.363920 0.732371 -0.778317 -0.72 1.41 -0.21
N 2.729775 0.288016 -0.953320 0.31 -1.19 0.32
C 3.582593 -0.022949 0.198298 1.07 0.98 -0.19
C 3.234056 -1.167688 1.121227 -0.50 -0.79 0.66
H 1.176232 -0.069594 -3.905351 -0.27 0.53 0.42
H -0.336413 -2.219740 -0.405419 -0.05 0.04 0.30
H 1.138342 -1.797256 -1.196573 -0.07 0.01 -0.34
H -0.627675 0.416334 0.029267 -0.26 0.02 -0.50
H 0.542024 -0.465576 0.892934 0.18 0.25 0.12
H 1.354825 1.758513 -0.404189 0.28 -0.18 0.84
H 0.984333 0.992045 -1.772241 0.01 -0.54 -0.30
H 2.736172 -0.586291 -1.472419 -0.15 0.31 -0.45
H 4.590610 -0.179366 -0.209684 -0.21 -0.55 -0.28
H 3.859396 0.884454 0.749901 -0.97 0.13 0.27
H 3.779652 -1.105937 2.064523 0.20 0.05 -0.08
H 3.408798 -2.173795 0.727613 0.38 0.20 -0.37
H 2.187910 -1.237192 1.410006 -0.07 0.47 0.01
H -2.603335 -1.229406 2.515518 -0.06 0.16 0.06
H -1.834914 -0.023107 1.985651 -0.18 0.04 0.18
O -1.801882 -0.989395 2.040135 0.37 -0.21 -0.04
H -0.751605 3.039432 1.198712 0.14 0.13 0.28
H -0.056505 2.076268 2.232975 0.03 0.38 0.00
O -0.571922 2.123531 1.423920 -0.31 -0.24 -0.06
H -3.744206 1.003948 0.779121 0.04 -0.72 -0.42
H -3.940678 1.831756 1.914144 0.11 -0.12 0.76
O -3.670632 0.918758 1.738196 -0.44 1.04 -0.42
H -2.806459 -2.201743 -0.555872 -0.25 0.05 -0.39
H -2.422027 -1.082418 0.332971 -0.11 0.09 -0.17
O -2.792772 -1.235817 -0.564473 -0.05 -0.28 0.84
H -2.397277 1.504759 -0.681466 0.02 -0.51 -0.87
H -3.350298 1.938174 -1.925788 0.35 -0.80 -0.03
O -2.929995 2.182392 -1.102752 -0.23 1.20 0.94
```
Positions in Å, forces in eV/Å.

=====

(3)
A cluster of 7 separate species, C5H23NO7S in total, computed with the ωB97M-V functional and the def2-TZVPD basis.

Output
LUMO	0.1	eV
SMILES string	CCNC(=O)CCS.O.O.O.O.O.O
Kohn-Sham gap	0.3522	Eh

XYZ file:
```
37
Properties=species:S:1:pos:R:3:forces:R:3
C 1.848503 -0.875455 -1.234372 1.74 1.91 0.68
C 1.292528 -0.445531 -2.566970 -1.12 -2.09 -0.21
S 1.656884 1.197701 -3.073496 -0.01 2.04 -0.28
C 1.281457 -0.280893 0.039790 -0.82 -2.02 -0.32
N 0.070622 0.320041 0.021251 1.21 0.56 1.15
C -0.276287 1.117954 1.227973 -2.04 0.21 -0.72
C -0.236184 2.612068 0.985257 0.48 1.39 -0.33
O 1.842686 -0.655030 1.077696 0.18 1.16 0.05
H 2.880336 -0.461632 -1.304415 -0.32 -0.18 0.51
H 2.066157 -1.897131 -0.936224 -0.62 -0.52 -0.84
H 0.208440 -0.617814 -2.634732 0.34 -0.11 -0.22
H 1.811066 -1.080842 -3.316178 -0.58 0.40 0.15
H 0.623043 2.004353 -2.608851 0.64 -1.15 -0.08
H -0.496683 0.370855 -0.825213 0.41 0.34 0.21
H 0.371236 0.818124 2.080487 -0.89 -0.11 -0.76
H -1.392175 1.020880 1.309561 1.08 -0.97 1.06
H 0.168528 3.183409 1.829010 -0.39 -0.30 0.13
H 0.499691 2.837504 0.228606 -0.52 0.04 -0.40
H -1.197647 3.051330 0.699739 0.01 -0.27 0.11
H -3.564948 -1.371366 0.647037 -0.07 0.06 -0.03
H -2.164687 -0.803453 0.499363 -0.09 0.05 0.04
O -3.026668 -0.832010 0.055912 0.17 -0.09 0.16
H -2.695307 0.659059 -1.567396 0.50 -0.07 0.23
H -2.163255 0.210122 -2.883749 0.34 0.02 -0.17
O -1.851571 0.585236 -2.051571 -0.98 0.08 -0.27
H -0.706882 -0.359365 3.825911 0.14 -0.04 -0.07
H -1.148478 -1.687316 3.180525 0.29 0.05 0.03
O -1.469304 -0.921543 3.678790 -0.40 -0.13 -0.05
H -0.844386 -2.630814 -1.968520 0.10 -0.38 0.08
H -1.961363 -2.114831 -1.124508 -0.17 -0.32 0.28
O -1.410414 -2.908593 -1.236589 0.07 0.69 -0.42
H 0.733761 -2.173511 1.525146 -0.28 -0.29 -0.19
H 1.023180 -2.573483 2.878305 -0.35 -0.56 0.02
O 0.415999 -2.839850 2.163692 0.57 0.83 0.37
H 2.607707 3.208031 0.087973 0.10 0.01 -0.01
H 2.877713 1.781171 0.556115 0.10 0.01 0.12
O 2.326706 2.552642 0.734652 1.21 -0.24 -0.02
```
Positions in Å, forces in eV/Å.

=====

(4)
A structure of composition C5H24BNaO5, computed with the ωB97M-V functional and the def2-TZVPD basis.

Output
LUMO	0.1	eV
Kohn-Sham gap	0.3192	Eh

XYZ file:
```
36
Properties=species:S:1:pos:R:3:forces:R:3
Na -0.758560 0.060888 0.043563 0.18 0.05 -0.37
B -2.969877 -1.185627 0.470648 -0.82 0.05 0.20
H -3.492172 -2.219153 0.353026 -0.47 -1.11 -0.18
H -2.523539 -0.832042 -0.526359 0.74 0.37 -1.94
H -3.744197 -0.368317 0.784588 -0.88 0.90 0.45
H -2.159317 -1.257058 1.288477 1.55 -0.08 1.41
C 3.658133 -1.372626 -0.228010 -1.09 -0.05 0.10
O 2.767694 -0.463768 -0.869225 0.26 0.19 -0.13
H 4.668020 -0.981884 -0.311503 0.03 -0.13 -0.08
H 3.377079 -1.479282 0.829356 0.27 0.05 -0.01
H 3.548042 -2.366165 -0.677198 0.45 0.04 -0.03
H 1.904953 -0.900411 -0.948116 0.13 -0.02 0.18
C 0.427042 1.248708 2.628598 0.59 0.46 0.56
O 1.121024 0.649551 1.537498 -0.54 -0.05 0.01
H 0.899781 0.957592 3.575402 -0.30 -0.13 -0.05
H 0.480873 2.343935 2.588258 -0.14 -0.12 -0.18
H -0.620069 0.951046 2.627479 0.09 -0.19 -0.08
H 2.003258 1.027775 1.511380 0.06 -0.13 -0.30
C -2.187554 2.865429 0.903147 0.04 0.26 0.07
O -1.317297 2.368433 -0.119882 0.03 0.19 0.34
H -2.569067 1.997882 1.438805 -0.32 0.11 -0.10
H -1.686609 3.526519 1.620602 0.33 -0.18 -0.14
H -2.980978 3.474832 0.467940 -0.26 -0.38 0.03
H -1.348325 2.978397 -0.858617 0.12 -0.10 -0.11
C 0.389542 -2.828024 0.649571 -0.27 -0.22 -0.22
O 0.460728 -2.138225 -0.608039 0.13 0.29 0.16
H 0.117466 -2.102434 1.410636 0.18 0.05 0.00
H -0.417132 -3.561577 0.625058 0.07 -0.04 0.03
H 1.343228 -3.303569 0.884681 -0.01 0.02 0.07
H 0.478312 -2.775059 -1.326654 -0.14 -0.06 0.04
C 0.428369 1.218442 -3.376550 -0.07 -0.27 -1.08
O -0.325546 0.402411 -2.502160 0.10 0.28 1.04
H 0.211599 2.285954 -3.287875 -0.19 -0.10 0.45
H 1.499001 1.067368 -3.233481 -0.04 -0.07 0.12
H 0.169933 0.963387 -4.409603 0.25 0.04 0.00
H -0.853837 -0.253328 -2.955441 -0.04 0.06 -0.28
```
Positions in Å, forces in eV/Å.